Entry 1:
109
Properties=species:S:1:pos:R:3 method="wB97M-V/def2-TZVPD" spin_multiplicity=4 charge=+1 homo_lumo_gap_ev="7.393 / 7.163" e_tot_ev=-162222.2367 e_homo_ev="-10.53 / -10.90"
Tc -2.0500 0.7108 1.6169
C 2.7285 2.0507 3.8217
C 2.5361 1.2223 2.5956
C 3.5558 0.8726 1.7676
C 3.2982 0.1288 0.5850
N 2.0999 -0.2976 0.3108
N 1.0873 0.0293 1.1313
B -0.3364 -0.4802 0.6720
N -0.3841 -1.9994 1.0849
N 0.5999 -2.7576 0.6056
C 0.6378 -4.0294 0.9088
C -0.3757 -4.6133 1.7045
C -1.3805 -3.8426 2.2087
C -2.4837 -4.3879 3.0520
C -1.3414 -2.4578 1.8865
S -2.5052 -1.3718 2.5258
C 1.8359 -4.7964 0.3612
C 3.1047 -4.1398 0.9188
C 1.8366 -4.6940 -1.1668
C 1.8033 -6.2680 0.7702
N -0.3191 -0.4405 -0.9119
N -0.7608 -1.5557 -1.4692
C -0.7529 -1.6716 -2.7793
C -0.2124 -0.6574 -3.5804
C 0.1975 0.5218 -3.0128
C 0.7204 1.6395 -3.8576
C 0.0751 0.6222 -1.6126
S 0.5277 2.0942 -0.7366
C -1.3486 -2.9294 -3.3790
C -0.2689 -3.6435 -4.2036
C -1.8654 -3.8568 -2.2835
C -2.5166 -2.5234 -4.2881
C 1.2239 0.8111 2.2028
S -0.1564 1.3932 3.0164
C 4.3974 -0.1428 -0.4242
C 4.9242 1.2128 -0.9171
C 5.5321 -0.9233 0.2477
C 3.8601 -0.9320 -1.6154
H 3.7854 2.2308 4.0008
H 2.2943 1.5607 4.6937
H 2.2179 3.0085 3.7111
H 4.5649 1.1873 1.9956
H -0.3562 -5.6722 1.9180
H -2.3213 -5.4421 3.2614
H -3.4406 -4.2704 2.5427
H -2.5564 -3.8456 3.9941
H 3.0899 -3.0669 0.7326
H 3.9842 -4.5671 0.4382
H 3.1917 -4.3036 1.9938
H 1.8294 -3.6518 -1.4828
H 0.9649 -5.1909 -1.5924
H 2.7272 -5.1762 -1.5680
H 1.8127 -6.3911 1.8537
H 2.6895 -6.7663 0.3790
H 0.9328 -6.7850 0.3658
H -0.1436 -0.7919 -4.6508
H 1.2077 1.2398 -4.7434
H 1.4197 2.2703 -3.3121
H -0.1028 2.2709 -4.1926
H 0.5881 -3.9109 -3.5857
H 0.0845 -3.0311 -5.0324
H -0.6820 -4.5587 -4.6265
H -1.0682 -4.1508 -1.6036
H -2.2777 -4.7533 -2.7452
H -2.6471 -3.3773 -1.6975
H -2.1850 -1.9186 -5.1321
H -3.2665 -1.9605 -3.7347
H -2.9891 -3.4199 -4.6888
H 5.4223 1.7709 -0.1250
H 4.1138 1.8268 -1.3113
H 5.6494 1.0538 -1.7141
H 5.9768 -0.3629 1.0698
H 6.3195 -1.1204 -0.4782
H 5.1819 -1.8791 0.6360
H 3.0977 -0.3654 -2.1502
H 3.4159 -1.8757 -1.3050
H 4.6779 -1.1405 -2.3036
Cl -5.2942 1.5591 -0.0489
Si -3.6552 0.3261 -0.2860
Cl -4.4289 -1.5878 -0.4486
Cl -3.0751 0.7688 -2.2461
Cl -7.0408 6.8595 4.5724
C -6.0329 5.5975 3.9586
C -4.9594 5.9254 3.1404
C -4.1560 4.9128 2.6501
C -4.4266 3.5874 2.9865
C -5.5068 3.2736 3.8065
C -6.3173 4.2807 4.2933
C -3.5754 2.5169 2.4659
O -3.7179 1.3107 2.8329
O -2.6442 2.7652 1.6212
H -4.7671 6.9582 2.8935
H -3.3223 5.1416 2.0019
H -5.7067 2.2397 4.0522
H -7.1634 4.0566 4.9249
Cl 0.4338 5.2320 -3.5761
C 0.3372 5.6019 -1.8772
C 0.7802 6.8471 -1.4578
C 0.7392 7.1690 -0.1125
C 0.2570 6.2485 0.8081
C -0.1898 5.0126 0.3747
C -0.1626 4.6685 -0.9768
C -0.6623 3.3208 -1.4080
H 1.1547 7.5512 -2.1864
H 1.0875 8.1381 0.2140
H 0.2217 6.4976 1.8597
H -0.5857 4.2988 1.0842
H -1.6507 3.1210 -0.9949
H -0.6973 3.2304 -2.4887

---

Entry 2:
105
Properties=species:S:1:pos:R:3 method="wB97M-V/def2-TZVPD" spin_multiplicity=7 homo_lumo_gap_ev="4.535 / 7.091" de_lowest_kj_mol=738.9 e_tot_ev=-200072.1641 e_homo_ev="-4.60 / -6.86"
Tb 0.3814 -0.3440 0.4951
F 4.2708 -2.3788 -2.6345
C 4.8632 -2.0491 -1.4504
F 5.2928 -0.7528 -1.5755
F 5.9939 -2.8894 -1.3137
C 4.0322 -2.2994 -0.2178
C 4.6234 -2.7521 0.9706
C 3.8362 -3.0024 2.0495
C 2.4718 -2.6913 2.0593
N 1.9521 -2.0428 0.9489
C 2.6282 -2.1442 -0.2444
S 1.7237 -1.6399 -1.8124
H 5.7243 -2.7262 1.0436
H 4.3224 -3.5290 2.8907
H 1.7850 -3.0463 2.8463
C 4.1435 1.8260 0.4629
P 2.5273 1.9717 1.2987
C 2.0916 3.7641 1.1589
C 3.0394 1.8873 3.0831
C 4.0543 2.7795 3.5002
C 4.0606 3.0712 4.8602
C 3.2343 2.5413 5.7962
C 2.2356 1.6329 5.3754
C 2.0887 1.3405 4.0170
P 0.6213 0.3234 3.5699
C -0.7055 1.2776 4.4260
C 0.8365 -1.0268 4.8253
H 4.7626 2.6454 0.6807
H 4.0034 1.7084 -0.6455
H 4.5395 0.8352 0.8683
H 2.8551 4.3931 1.6899
H 1.1199 4.0192 1.6388
H 2.0668 4.0581 0.1121
H 4.8483 3.1374 2.9255
H 4.9997 3.5580 5.1745
H 3.3488 2.6958 6.8566
H 1.5976 1.1556 6.1060
H -0.4955 1.2915 5.5151
H -1.7084 0.8306 4.2060
H -0.7318 2.2666 3.9892
H 0.9505 -0.7758 5.9139
H 1.7091 -1.6718 4.6254
H -0.0718 -1.6860 4.8089
C -4.4116 4.2816 -1.0520
C -4.4956 2.8271 -0.4611
N -3.5508 2.4225 0.6052
C -3.9149 2.8678 1.9779
C -5.3574 2.4318 2.3995
C -2.3222 2.0727 0.2024
S -0.9695 2.0495 1.3254
N -2.1888 1.5913 -1.0282
C -1.1076 1.5802 -1.7569
O -0.0110 1.0560 -1.3840
C -1.2234 2.1159 -3.1056
C -0.1089 2.0919 -3.9315
C -0.2542 2.6406 -5.1833
C -1.3787 3.3131 -5.6176
C -2.5509 3.1527 -4.9033
C -2.4714 2.6377 -3.6070
H -3.8988 4.2228 -2.0246
H -3.7562 4.9212 -0.3665
H -5.4372 4.6846 -1.0113
H -4.4641 2.0389 -1.2430
H -5.4895 2.6770 0.0264
H -3.8413 3.9703 1.9917
H -3.1600 2.4082 2.6354
H -6.0864 3.2274 2.2426
H -5.4076 2.2191 3.4969
H -5.6294 1.5404 1.8279
H 0.8108 1.6201 -3.5874
H 0.5847 2.5376 -5.8640
H -1.3810 3.8929 -6.5484
H -3.5508 3.4503 -5.3012
H -3.3221 2.4812 -3.0115
Br -1.9163 -5.0565 4.1669
C -1.9207 -3.6492 2.8927
C -1.1459 -3.9099 1.7454
C -0.9402 -2.8638 0.8898
N -1.4812 -1.6440 1.0739
C -2.3680 -1.4764 2.1087
C -2.4280 -2.3971 3.1180
H -0.8024 -4.9423 1.5181
H -0.4517 -3.0233 -0.0612
H -2.8683 -0.5118 2.1181
H -2.9684 -2.2890 3.9888
C 0.5796 -4.9075 -1.8759
Si 0.9943 -3.4990 -2.9939
C 2.3701 -3.8367 -4.2313
C -0.5250 -2.9483 -3.8941
C -1.6730 -3.7174 -3.9621
C -2.6879 -3.5579 -4.9285
C -2.6535 -2.4378 -5.7824
C -1.5471 -1.6049 -5.6803
C -0.4923 -1.8628 -4.8079
H 0.8135 -5.7851 -2.4944
H -0.5155 -5.0160 -1.6827
H 1.0966 -4.8613 -0.9375
H 3.1083 -4.4140 -3.6795
H 2.8991 -2.9569 -4.6424
H 1.9708 -4.4544 -4.9429
H -1.8703 -4.5526 -3.2310
H -3.4794 -4.2981 -4.7922
H -3.4773 -2.1997 -6.4938
H -1.4985 -0.7618 -6.3558
H 0.3015 -1.1513 -4.7878

---

Max |F| across the listed records, respectively: 0.5; 3.9 eV/Å.